{
  "formula": "C5H7BO",
  "method": "ωB97M-V with the def2-TZVPD basis set",
  "e_homo_ev": -8.64,
  "max_force_ev_per_a": 3.8,
  "gap_ev": 9.192,
  "total_energy_ev": -8022.0811,
  "smiles": "OB1C=CC=CC1",
  "charge": 0,
  "symbols": ["O", "B", "C", "C", "C", "C", "C", "H", "H", "H", "H", "H", "H", "H"],
  "positions_angstrom": [[-2.26, 1.32, -0.09], [-1.12, 0.57, -0.06], [-0.67, -0.14, -1.33], [0.59, -0.53, -1.37], [1.46, -0.71, -0.29], [1.10, -0.56, 0.96], [-0.11, 0.32, 1.22], [-2.50, 1.76, 0.72], [-1.32, -0.30, -2.19], [1.02, -1.07, -2.28], [2.49, -1.02, -0.43], [1.72, -1.02, 1.77], [0.20, 1.32, 1.09], [-0.59, 0.06, 2.28]],
  "nbo_charge": [-0.855, 0.894, -0.542, -0.145, -0.289, -0.101, -0.788, 0.488, 0.223, 0.200, 0.209, 0.209, 0.257, 0.238]
}

---

{
  "formula": "C5H7Br2FO",
  "method": "ωB97M-V with the def2-TZVPD basis set",
  "e_homo_ev": -8.59,
  "max_force_ev_per_a": 3.5,
  "gap_ev": 8.706,
  "total_energy_ev": -150146.3537,
  "smiles": "C/C(F)=C(\\C)OC(Br)Br",
  "charge": 0,
  "symbols": ["C", "C", "F", "C", "C", "O", "C", "Br", "Br", "H", "H", "H", "H", "H", "H", "H"],
  "positions_angstrom": [[-2.45, 0.21, 0.00], [-1.24, 0.51, -0.82], [-1.26, 1.18, -1.98], [0.03, 0.25, -0.36], [0.11, -0.63, 0.91], [1.21, 0.45, -1.07], [2.54, 0.20, -0.60], [3.07, 1.27, 1.05], [2.77, -1.71, -0.33], [-3.34, 0.81, -0.24], [-2.19, 0.30, 1.11], [-2.82, -0.82, -0.01], [1.03, -0.46, 1.40], [-0.67, -0.29, 1.64], [-0.10, -1.67, 0.67], [3.31, 0.41, -1.39]],
  "nbo_charge": [-0.686, 0.340, -0.320, 0.227, -0.673, -0.509, -0.021, -0.003, 0.033, 0.241, 0.232, 0.226, 0.225, 0.215, 0.227, 0.245]
}

---

{
  "formula": "C5H7BrN2",
  "method": "ωB97M-V with the def2-TZVPD basis set",
  "e_homo_ev": -7.91,
  "max_force_ev_per_a": 3.7,
  "gap_ev": 6.934,
  "total_energy_ev": -78315.6840,
  "charge": 0,
  "symbols": ["C", "C", "C", "C", "C", "N", "N", "Br", "H", "H", "H", "H", "H", "H", "H"],
  "positions_angstrom": [[2.00, -1.42, 0.28], [2.27, -0.16, -0.21], [-0.76, 0.02, -0.20], [-1.58, 0.47, -1.32], [-0.86, 0.81, 1.10], [0.74, -1.78, 0.32], [-0.12, -1.05, -0.22], [4.01, 0.69, -0.11], [2.60, -2.10, 0.89], [-1.81, -0.44, -2.02], [-1.13, 1.31, -1.78], [-2.54, 0.73, -0.76], [-0.12, 0.48, 1.74], [-1.89, 0.62, 1.46], [-0.82, 1.83, 0.82]],
  "nbo_charge": [-0.299, -0.190, 0.337, -0.654, -0.646, -0.029, -0.116, 0.004, 0.195, 0.243, 0.247, 0.221, 0.231, 0.225, 0.231]
}

---

{
  "formula": "C5H7BrO",
  "method": "ωB97M-V with the def2-TZVPD basis set",
  "e_homo_ev": [-6.19, -10.16],
  "max_force_ev_per_a": 5.0,
  "gap_ev": [6.695, 7.510],
  "total_energy_ev": -77381.6836,
  "charge": 0,
  "s2": 2.013,
  "spin_multiplicity": 3,
  "symbols": ["C", "C", "C", "C", "C", "O", "Br", "H", "H", "H", "H", "H", "H", "H"],
  "positions_angstrom": [[1.11, -1.75, -0.25], [-0.48, -0.63, -0.65], [-0.31, 0.81, -0.35], [-1.25, -0.09, 0.45], [0.85, 1.31, 0.34], [1.10, -2.19, 0.85], [-3.28, -0.03, 0.15], [1.88, -1.72, -0.99], [-1.08, -0.87, -1.51], [-0.97, 1.39, -0.96], [-1.14, -0.40, 1.45], [0.79, 2.29, 0.88], [1.56, 1.47, -0.40], [1.22, 0.41, 1.00]],
  "nbo_charge": [0.022, -0.121, -0.267, -0.220, -0.616, -0.372, -0.057, 0.227, 0.238, 0.239, 0.247, 0.231, 0.219, 0.230]
}